Entry from OMol25: an isolated ion of composition C4H6NO and charge +1 (the ωB97M-V functional and the def2-TZVPD basis).

The geometry in XYZ format:
```
12
Properties=species:S:1:pos:R:3:forces:R:3:mulliken_charge:R:1
C 1.629 1.696 -1.613 1.4 1.1 -3.2 0.19
N 1.094 0.759 -1.258 0.1 1.3 -0.3 0.23
C 0.500 -0.203 -0.497 2.3 -2.1 4.7 -0.16
O -0.485 -0.995 -0.934 -0.8 -1.1 -2.0 -0.37
C -0.869 -0.087 0.074 0.4 -1.1 1.8 0.02
C -0.985 -0.783 1.477 1.2 1.0 -2.5 -1.04
H 2.176 2.362 -2.396 -1.0 -1.0 2.1 0.41
H 1.347 -0.720 0.258 -2.1 1.4 -2.3 0.29
H -1.545 0.666 -0.260 -0.3 0.6 -0.1 0.47
H -0.468 -0.110 2.152 -0.1 -0.2 0.5 0.30
H -0.372 -1.696 1.254 -1.0 0.4 1.0 0.31
H -2.023 -0.891 1.742 -0.2 -0.5 0.2 0.34
```
Positions in Å, forces in eV/Å.

Results
Gap between HOMO and LUMO in eV: 9.83
Net charge: +1
SMILES: C#[N+][C@@H]1O[C@H]1C
HOMO energy in eV: -15.59